Record 1
This record from OMol25 describes C21H21BBeN8O3 as an isolated structure. The level of theory is ωB97M-V with the def2-TZVPD basis set.

Last column: Mulliken charge in e.
Cartesian coordinates (Å):
Be: 0.3807 0.1810 0.0662  -0.094
C: 3.0498 -1.9150 -1.9303  -1.308
C: 2.3085 -0.7387 -1.8500  0.040
N: 1.4756 -0.7959 -0.8180  -0.171
N: 1.6478 -2.0029 -0.2269  0.243
C: 2.5964 -2.6887 -0.8797  0.032
B: 0.8291 -2.3211 1.0599  0.270
N: -0.6742 -2.0377 0.7118  0.456
C: -1.7821 -2.7540 0.9426  0.077
C: -2.8782 -1.9930 0.5817  -1.450
C: -2.3380 -0.7846 0.1492  -0.170
N: -1.0112 -0.8232 0.2260  -0.212
N: 1.2270 -1.2396 2.0949  0.490
C: 1.7404 -1.2207 3.3346  0.142
C: 1.8969 0.0978 3.7191  -1.253
C: 1.4457 0.8426 2.6332  -0.055
N: 1.0454 0.0329 1.6598  -0.118
N: 1.0085 -3.7461 1.4806  0.485
C: 0.7660 -4.8498 0.7218  -0.416
C: 0.9771 -5.9513 1.5067  -0.982
C: 1.3389 -5.4182 2.7601  -0.284
N: 1.3590 -4.1000 2.7404  -0.997
H: 3.8052 -2.1702 -2.6511  0.440
H: 2.3287 0.1333 -2.4809  0.507
H: 2.8889 -3.6714 -0.5509  0.521
H: -1.7173 -3.7500 1.3479  0.478
H: -3.9150 -2.2712 0.6381  0.436
H: -2.8393 0.1037 -0.2001  0.720
H: 1.9469 -2.1466 3.8402  0.492
H: 2.2839 0.4596 4.6542  0.423
H: 1.3914 1.9108 2.5032  0.477
H: 0.4651 -4.7641 -0.3103  0.598
H: 0.8843 -6.9847 1.2231  0.455
H: 1.5912 -5.9433 3.6671  0.454
C: 0.0150 6.6989 0.2701  -0.805
O: -0.9343 6.2859 -0.7180  -0.413
C: -0.9969 4.9983 -1.0274  0.887
C: -1.9746 4.6936 -2.0323  -0.845
C: -2.1442 3.3950 -2.4836  -0.574
C: -1.3781 2.3635 -1.9826  0.898
C: -1.3969 1.0141 -2.6357  0.828
C: -2.6709 0.5223 -3.2609  -1.704
O: -0.3625 0.3920 -2.6966  -0.458
C: -0.4413 2.6499 -0.8859  -0.060
O: 0.1671 1.7432 -0.2614  -0.431
C: -0.2488 3.9996 -0.4722  -0.746
H: -0.0895 7.7750 0.3478  0.240
H: 1.0269 6.4441 -0.0469  0.355
H: -0.2098 6.2329 1.2302  0.350
H: -2.5548 5.5141 -2.4321  0.477
H: -2.8587 3.2033 -3.2721  0.466
H: -3.5528 0.7808 -2.6757  0.428
H: -2.6016 -0.5520 -3.4049  0.358
H: -2.7826 0.9941 -4.2414  0.483
H: 0.4664 4.1719 0.3173  0.539

For the energy relative to the best compared isomer or geometry (same formula, charge and spin), the calculation gives 0.00 kcal/mol. As for the spin multiplicity: 2. The LUMO energy (alpha / beta) is -2.9 / -6.1 eV. Its expectation value of S² is 0.782. As for the net charge: +1. For the highest occupied orbital energy (alpha / beta), the calculation gives -11.58 / -11.58 eV.

=====

Record 2
This record from OMol25 describes C21H21BF6MnN4O9PS as an isolated structure. The level of theory is ωB97M-V with the def2-TZVPD basis set.

Last column: Mulliken charge in e.
Cartesian coordinates (Å):
Mn: -0.1911 0.1610 -0.1367  0.638
C: 3.3374 -6.0196 2.7416  -1.509
C: 2.2799 -4.9527 2.7017  0.690
C: 0.9442 -5.2770 2.4916  -0.740
C: -0.0273 -4.2901 2.4148  -0.650
C: 0.3502 -2.9629 2.5386  -0.292
C: 1.6729 -2.6174 2.7756  -0.324
C: 2.6283 -3.6116 2.8579  -0.488
S: -0.8477 -1.6814 2.3943  1.567
O: -2.1185 -2.2329 2.7936  -0.784
O: -0.3425 -0.5275 3.0970  -0.788
N: -0.9654 -1.2767 0.8184  0.127
C: -1.3639 -2.3770 -0.0748  -0.297
C: -1.1198 -1.9631 -1.5193  0.118
O: -1.5364 -2.6135 -2.4429  -0.668
O: -0.4085 -0.8597 -1.6515  -0.455
H: 2.8988 -7.0093 2.8587  0.373
H: 4.0347 -5.8517 3.5628  0.372
H: 3.9144 -6.0159 1.8148  0.298
H: 0.6579 -6.3161 2.3853  0.342
H: -1.0687 -4.5414 2.2657  0.519
H: 1.9288 -1.5735 2.8973  0.448
H: 3.6640 -3.3445 3.0346  0.495
H: -2.4074 -2.6589 0.0647  0.415
H: -0.7353 -3.2562 0.0884  0.229
O: 3.9079 1.1578 0.3417  -0.732
B: 2.7050 1.1876 1.0345  1.338
O: 2.8323 0.6928 2.3337  -0.514
C: 4.1029 0.1563 2.3591  0.665
C: 4.7126 -0.5447 3.3716  -0.785
C: 6.0188 -0.9733 3.1307  -0.602
C: 6.6617 -0.6995 1.9309  -0.517
C: 6.0326 0.0206 0.9145  -1.034
C: 4.7470 0.4364 1.1647  0.313
H: 4.1979 -0.7551 4.2989  0.535
H: 6.5398 -1.5320 3.8966  0.432
H: 7.6731 -1.0512 1.7788  0.400
H: 6.5223 0.2404 -0.0236  0.507
O: 1.7298 -2.3355 -0.5412  -0.474
C: 2.2457 -1.2874 -0.2855  -0.475
O: 1.6189 -0.1811 0.1321  0.452
H: 3.3338 -1.1325 -0.3270  0.475
F: 0.1941 1.8392 -1.3337  -0.568
P: -1.3092 2.4748 -1.8260  1.608
F: -1.2985 1.4933 -3.0471  -0.371
F: -2.7746 2.9704 -2.1232  -0.352
F: -1.2670 3.3803 -0.4717  -0.386
F: -1.9250 1.2122 -0.8412  -0.473
F: -0.5745 3.6223 -2.6215  -0.368
C: 1.7846 4.6106 2.0063  -0.859
N: 0.6415 3.6917 2.0522  0.308
C: -0.5222 4.0257 2.6847  -0.421
C: -1.5634 3.1792 2.7068  -1.264
C: -1.4387 1.9374 2.0158  0.635
N: -0.2682 1.6332 1.3879  1.190
C: 0.7142 2.5003 1.4289  -0.165
O: 1.8356 2.2705 0.8019  -0.367
N: -2.4430 1.1008 1.9519  0.050
H: 1.5112 5.5088 2.5514  0.374
H: 2.0130 4.8592 0.9731  0.331
H: 2.6518 4.1494 2.4725  0.259
H: -0.5416 4.9975 3.1542  0.408
H: -2.4860 3.4426 3.1994  0.493
H: -3.3036 1.3036 2.4296  0.253
H: -2.3338 0.1991 1.4885  0.065

As for the spin multiplicity: 3. The LUMO energy (alpha / beta) is -0.9 / -1.0 eV. Its expectation value of S² is 2.023. As for the net charge: 0. For the highest occupied orbital energy (alpha / beta), the calculation gives -9.12 / -9.09 eV.

=====

Record 3
This record from OMol25 describes an isolated molecule of C21H21BrN2O3S2. The level of theory is ωB97M-V with the def2-TZVPD basis set.

Last column: Mulliken charge in e.
Cartesian coordinates (Å):
C: -0.3904 6.2703 1.2647  -1.481
C: -0.7766 4.8340 1.4391  0.886
C: -2.0919 4.4723 1.6974  -0.735
C: -2.4430 3.1454 1.8748  -0.743
C: -1.4806 2.1494 1.8068  0.093
C: -1.8343 0.6972 1.9858  -0.978
N: -1.4302 -0.0893 0.8345  -0.067
C: -0.4822 -1.0373 0.8906  0.202
O: 0.0966 -1.3587 1.9124  -0.656
C: -0.1756 -1.7292 -0.4421  -0.280
C: -1.3829 -2.5438 -0.9518  -1.198
C: -1.0614 -3.1036 -2.3091  0.496
C: -0.4114 -4.3236 -2.4326  -0.148
C: -0.0610 -4.8081 -3.6799  -0.702
C: -0.3577 -4.0781 -4.8179  -0.431
C: -1.0061 -2.8608 -4.7032  -0.666
C: -1.3521 -2.3754 -3.4549  -0.279
N: 0.9663 -2.5952 -0.2964  -0.147
S: 2.4531 -1.9334 -0.5878  1.133
O: 3.3999 -3.0016 -0.5793  -0.691
O: 2.3281 -1.0881 -1.7353  -0.690
C: 2.8033 -0.8857 0.8020  0.110
C: 2.8183 0.4750 0.8254  -0.358
C: 3.0946 0.9925 2.1076  -0.306
C: 3.2732 -0.0076 3.0169  -0.136
Br: 3.6460 0.2121 4.8324  -0.119
S: 3.1263 -1.5874 2.3303  -0.100
C: -0.1626 2.5064 1.5491  0.311
C: 0.1836 3.8304 1.3665  -0.424
H: 0.0160 6.6609 2.1981  0.288
H: 0.3744 6.3751 0.4982  0.367
H: -1.2511 6.8752 0.9910  0.377
H: -2.8528 5.2370 1.7573  0.351
H: -3.4730 2.8850 2.0730  0.345
H: -2.9115 0.5814 2.1421  0.368
H: -1.3030 0.2750 2.8439  0.352
H: -1.8035 0.1853 -0.0605  0.297
H: 0.1114 -0.9859 -1.1938  0.534
H: -2.2616 -1.8984 -1.0034  0.495
H: -1.5818 -3.3490 -0.2422  0.386
H: -0.1738 -4.8926 -1.5467  0.324
H: 0.4481 -5.7567 -3.7634  0.380
H: -0.0827 -4.4553 -5.7916  0.385
H: -1.2392 -2.2856 -5.5872  0.378
H: -1.8546 -1.4214 -3.3712  0.352
H: 0.9495 -3.1403 0.5547  0.461
H: 2.6443 1.0667 -0.0546  0.574
H: 3.1533 2.0380 2.3498  0.529
H: 0.5900 1.7336 1.4953  0.152
H: 1.2122 4.0936 1.1652  0.408

For the energy relative to the best compared isomer or geometry (same formula, charge and spin), the calculation gives 3.05 kcal/mol. As for the spin multiplicity: 1. The LUMO energy is 0.5 eV. As for the net charge: 0. For the highest occupied orbital energy, the calculation gives -8.97 eV.

=====

Record 4
This record from OMol25 describes C21H21BrN7O11SeZr as an isolated structure at a distorted geometry. The level of theory is ωB97M-V with the def2-TZVPD basis set.

Last column: Mulliken charge in e.
Cartesian coordinates (Å):
Zr: -0.9324 -0.4539 -0.2704  0.363
Br: -5.3328 0.9966 5.6579  -0.229
C: -3.8625 1.0954 4.4616  -0.242
C: -3.5639 2.2993 3.8430  -0.584
C: -2.4766 2.3782 2.9886  -0.424
C: -1.7190 1.2481 2.7607  0.085
O: -0.6301 1.2616 1.8966  0.413
C: -2.0384 0.0241 3.3347  0.512
C: -1.3060 -1.2106 3.0516  -0.431
N: -0.6741 -1.4506 1.9741  0.673
C: 0.0727 -2.6762 1.8681  -0.561
C: -0.1417 -3.8182 2.5875  -0.595
C: 0.7444 -4.9068 2.4639  -1.023
C: 1.8374 -4.8294 1.6520  -0.788
C: 2.0674 -3.6669 0.8843  0.543
C: 3.1681 -3.4973 0.0073  -0.795
C: 3.2884 -2.3417 -0.7001  -1.314
C: 2.2818 -1.3515 -0.5877  -0.063
N: 1.2499 -1.4858 0.2009  0.779
C: 1.1489 -2.6111 0.9678  0.730
C: -3.1129 -0.0352 4.2184  -0.672
H: -4.1812 3.1691 4.0157  0.429
H: -2.2449 3.2882 2.4599  0.470
H: -1.3022 -1.9374 3.8678  0.461
H: -1.0082 -3.9100 3.2292  0.522
H: 0.5509 -5.8113 3.0256  0.381
H: 2.5274 -5.6606 1.5716  0.397
H: 3.8952 -4.2952 -0.0907  0.399
H: 4.1105 -2.1781 -1.3824  0.447
H: 2.3097 -0.4501 -1.1854  0.703
H: -3.3718 -0.9765 4.6857  0.525
N: 1.6770 -0.8891 -3.6865  -0.301
N: 0.4084 -0.9662 -4.2788  -0.268
C: -0.6871 -1.3508 -3.5146  0.295
N: -1.8772 -1.2624 -4.1426  -0.457
N: -0.4813 -1.8231 -2.3157  -0.263
N: -1.7068 -1.9438 -1.4917  1.148
O: -2.8132 -2.4009 -2.0078  -1.041
O: -1.2412 -2.5591 -0.3376  -0.652
H: 1.9015 0.0522 -3.3685  0.177
H: 2.3589 -1.2071 -4.3599  0.243
H: 0.1877 -0.2499 -4.9577  0.257
H: -2.0041 -0.5164 -4.8042  0.241
H: -2.6417 -1.5247 -3.4863  0.299
C: 2.3304 2.9078 1.1091  -0.939
O: 1.3160 1.9089 1.2662  -0.129
C: 0.3133 2.2261 2.0617  0.278
O: 0.2547 3.1485 2.8232  -0.611
H: 2.9534 2.9603 2.0012  0.317
H: 1.8755 3.8798 0.9282  0.362
H: 2.9040 2.5890 0.2433  0.254
C: -0.0476 2.8734 -2.3516  -1.206
C: 0.9145 1.7975 -1.9205  0.625
O: 2.0913 1.7986 -2.2978  -0.770
O: 0.4487 0.8833 -1.1424  0.863
H: 0.4575 3.6045 -2.9790  0.386
H: -0.4988 3.3407 -1.4754  0.217
H: -0.8811 2.4044 -2.8753  0.151
O: -4.7499 1.5765 -0.7046  -0.776
Se: -3.1648 1.3957 -0.5747  1.083
O: -2.3403 0.6990 -1.8592  -0.490
O: -2.3637 2.7170 -0.0747  -0.692
O: -2.7724 0.1813 0.5478  -0.714

For the energy relative to the best compared isomer or geometry (same formula, charge and spin), the calculation gives 106.56 kcal/mol. As for the spin multiplicity: 1. The LUMO energy is 1.6 eV. As for the net charge: -1. For the highest occupied orbital energy, the calculation gives -3.94 eV.

=====

Record 5
This record from OMol25 describes an isolated ion of composition C21H21Cl2N2O2 and charge +1. The level of theory is ωB97M-V with the def2-TZVPD basis set.

Last column: Mulliken charge in e.
Cartesian coordinates (Å):
C: 1.5800 -2.0051 3.6427  -0.952
O: 1.7968 -0.6440 3.3461  -0.382
C: 1.7901 -0.2412 2.0632  0.587
C: 1.4941 -1.0485 0.9719  -0.516
C: 1.4766 -0.5224 -0.3138  0.219
C: 0.9611 -1.3577 -1.4530  -1.042
N: -0.4151 -0.8926 -1.7629  0.534
C: -1.1209 -1.6059 -2.8451  -0.832
C: -1.1742 -0.6579 -4.0270  0.616
C: -1.6770 -0.9915 -5.2718  -0.747
C: -1.6714 -0.0133 -6.2576  -0.256
C: -1.1680 1.2454 -5.9636  -0.658
C: -0.6850 1.4824 -4.6867  -0.257
N: -0.6915 0.5498 -3.7480  -0.395
C: 1.8139 0.8047 -0.5300  -0.697
C: 2.0914 1.6259 0.5506  -0.596
C: 2.0389 1.1325 1.8422  0.570
O: 2.1582 1.9629 2.9294  -0.485
C: 0.9421 2.6421 3.2530  -0.989
C: -0.1905 1.6519 3.3421  0.409
C: -0.5027 1.0068 4.5317  -0.685
C: -1.4079 -0.0382 4.5531  -0.558
C: -1.9903 -0.4882 3.3753  0.098
Cl: -3.0632 -1.8448 3.3901  -0.187
C: -1.6816 0.1635 2.1881  0.472
Cl: -2.3685 -0.3926 0.7051  -0.328
C: -0.8127 1.2386 2.1685  -0.380
H: 2.3214 -2.6442 3.1554  0.385
H: 1.6893 -2.0884 4.7220  0.254
H: 0.5717 -2.3206 3.3564  0.341
H: 1.2478 -2.0879 1.1193  0.439
H: 1.5735 -1.2365 -2.3486  0.400
H: 0.9300 -2.4132 -1.1774  0.414
H: -0.3582 0.0882 -2.2129  0.764
H: -0.9701 -0.8362 -0.8882  -0.290
H: -0.5976 -2.5263 -3.1116  0.360
H: -2.1335 -1.8694 -2.5316  0.423
H: -2.0610 -1.9799 -5.4662  0.417
H: -2.0550 -0.2334 -7.2414  0.423
H: -1.1498 2.0249 -6.7068  0.401
H: -0.2791 2.4412 -4.3971  0.440
H: 1.8414 1.2057 -1.5317  0.535
H: 2.3209 2.6696 0.4026  0.495
H: 1.1363 3.1237 4.2114  0.466
H: 0.7257 3.4056 2.4932  0.309
H: -0.0214 1.3126 5.4468  0.411
H: -1.6499 -0.5336 5.4797  0.482
H: -0.6051 1.7358 1.2333  0.570

For the energy relative to the best compared isomer or geometry (same formula, charge and spin), the calculation gives 0.00 kcal/mol. As for the spin multiplicity: 1. The LUMO energy is -2.5 eV. As for the net charge: +1. For the highest occupied orbital energy, the calculation gives -11.22 eV.

=====

Record 6
This record from OMol25 describes an isolated molecule of C21H21ClF3N3O2. The level of theory is ωB97M-V with the def2-TZVPD basis set.

Last column: Mulliken charge in e.
Cartesian coordinates (Å):
O: -4.4884 -0.4064 -1.9646  -0.670
C: -3.6751 0.4746 -1.7782  0.646
C: -2.7001 0.9423 -2.8747  -0.976
N: -1.3327 0.5761 -2.5664  -0.110
C: -0.5617 1.3336 -1.7587  0.518
O: -0.9854 2.3447 -1.2192  -0.780
C: 0.8553 0.8987 -1.5856  0.240
C: 1.5228 0.0508 -2.4646  -0.529
C: 2.8584 -0.2523 -2.2637  -0.888
C: 3.5467 0.2829 -1.1886  -0.591
C: 2.8805 1.1283 -0.3101  0.075
C: 3.6047 1.7297 0.8621  0.869
F: 4.7069 1.0450 1.2028  -0.288
F: 4.0040 2.9917 0.6223  -0.278
F: 2.8368 1.7819 1.9635  -0.241
C: 1.5460 1.4421 -0.5073  -0.366
N: -3.5181 1.1474 -0.6280  -0.120
C: -4.1818 0.7293 0.5883  0.053
C: -4.0664 1.8126 1.6718  -1.025
C: -3.0828 1.2337 2.7001  -0.760
N: -2.4144 0.1558 1.9923  0.431
C: -1.6606 -0.7554 2.8330  -1.408
C: -0.7270 -1.5567 1.9664  0.300
C: 0.5407 -1.0695 1.6746  -0.202
C: 1.3838 -1.7544 0.8195  -0.972
C: 0.9441 -2.9251 0.2257  0.229
Cl: 1.9777 -3.7471 -0.8919  -0.236
C: -0.3080 -3.4401 0.5152  -0.816
C: -1.1308 -2.7561 1.3927  -0.220
C: -3.4553 -0.4716 1.2062  -1.072
H: -2.9867 0.4849 -3.8221  0.441
H: -2.7471 2.0316 -2.9540  0.346
H: -1.0287 -0.3443 -2.8374  0.258
H: 1.0201 -0.3592 -3.3277  0.513
H: 3.3697 -0.9087 -2.9503  0.434
H: 4.5875 0.0459 -1.0294  0.499
H: 1.0238 2.1095 0.1614  0.578
H: -2.7261 1.7770 -0.5403  0.364
H: -5.2130 0.4799 0.3261  0.544
H: -5.0319 2.0258 2.1262  0.303
H: -3.6836 2.7341 1.2368  0.313
H: -2.3469 1.9660 3.0358  0.426
H: -3.6298 0.8591 3.5827  0.343
H: -1.0813 -0.1563 3.5393  0.546
H: -2.3269 -1.4259 3.4064  0.504
H: 0.8755 -0.1478 2.1251  0.444
H: 2.3762 -1.3882 0.6118  0.731
H: -0.6341 -4.3629 0.0613  0.457
H: -2.1018 -3.1650 1.6303  0.422
H: -3.0325 -1.1241 0.4424  0.492
H: -4.1511 -1.0590 1.8320  0.231

For the energy relative to the best compared isomer or geometry (same formula, charge and spin), the calculation gives 0.00 kcal/mol. As for the spin multiplicity: 1. The LUMO energy is 0.1 eV. As for the net charge: 0. For the highest occupied orbital energy, the calculation gives -8.87 eV.

=====

Number 1: total energy -1516.22492 Ha. Number 2: total energy -4224.07559 Ha. Number 3: total energy -4518.46904 Ha. Number 4: total energy -7046.37125 Ha. Number 5: total energy -1992.98000 Ha. Number 6: total energy -1887.45961 Ha.